(1)
The following is a DFT calculation (wB97M-V/def2-TZVPD) of C41H46N9O7PW as an isolated structure.

Last column: Mulliken spin population.
Atoms and positions in Å:
W: -0.505 0.251 0.806  1.48
O: -3.381 -0.150 3.348  0.01
C: -2.367 -0.678 2.942  0.03
O: -1.256 -0.006 2.712  0.09
C: -2.326 -2.122 2.582  0.02
C: -2.987 -3.076 3.347  0.00
C: -3.031 -4.373 2.883  0.00
C: -2.480 -4.755 1.672  0.00
C: -1.829 -3.785 0.938  -0.01
C: -1.740 -2.466 1.362  0.00
O: -1.190 -1.538 0.540  0.12
N: -1.222 -4.213 -0.329  0.00
O: -1.960 -4.639 -1.178  0.00
O: -0.022 -4.063 -0.432  0.00
N: -3.732 -5.399 3.687  0.00
O: -3.700 -6.531 3.269  0.00
O: -4.272 -5.018 4.697  0.00
H: -3.480 -2.808 4.271  0.00
H: -2.561 -5.775 1.323  0.00
C: -0.796 2.982 2.575  0.03
C: -0.240 4.217 3.319  0.00
N: 1.202 4.310 3.172  0.00
C: 1.782 3.088 3.704  0.00
C: 1.311 1.853 2.902  0.05
N: 0.305 2.239 1.856  -0.04
C: 0.964 3.232 0.950  0.06
C: 1.524 4.430 1.761  0.01
H: -1.516 3.299 1.828  0.00
H: -1.274 2.266 3.243  0.00
H: -0.481 4.158 4.381  0.00
H: -0.692 5.128 2.927  0.00
H: 1.494 2.999 4.751  0.00
H: 2.870 3.162 3.667  0.00
H: 0.844 1.097 3.536  0.00
H: 2.148 1.396 2.374  0.00
H: 0.216 3.552 0.221  -0.03
H: 1.764 2.717 0.427  -0.02
H: 1.111 5.366 1.385  0.00
H: 2.608 4.482 1.652  0.00
N: -3.304 1.650 1.247  0.01
C: -4.108 2.631 0.851  0.00
C: -3.530 3.244 -0.249  0.00
C: -2.350 2.553 -0.458  0.03
N: -2.196 1.572 0.455  0.00
H: -3.365 1.099 2.121  0.00
H: -5.031 2.822 1.370  0.00
H: -3.919 4.064 -0.821  0.00
H: -1.601 2.719 -1.212  -0.01
C: 3.128 -2.166 -3.697  0.00
C: 2.516 -1.130 -4.387  0.00
C: 1.460 -0.436 -3.809  -0.01
C: 1.011 -0.781 -2.536  -0.06
C: 1.621 -1.830 -1.854  0.02
C: 2.677 -2.517 -2.429  0.00
P: -0.467 -0.008 -1.807  0.14
C: -0.696 1.485 -2.817  -0.10
C: -1.789 1.621 -3.662  -0.01
C: -1.969 2.796 -4.385  0.00
C: -1.065 3.838 -4.266  0.00
C: 0.039 3.706 -3.428  0.01
C: 0.220 2.536 -2.712  0.03
C: -1.831 -1.118 -2.244  0.01
C: -3.095 -0.939 -1.681  0.02
C: -4.148 -1.758 -2.051  0.00
C: -3.946 -2.769 -2.984  0.00
C: -2.694 -2.950 -3.548  0.00
C: -1.636 -2.126 -3.186  0.00
H: 3.943 -2.711 -4.152  0.00
H: 2.849 -0.867 -5.380  0.00
H: 0.981 0.354 -4.372  0.00
H: 1.256 -2.131 -0.884  0.00
H: 3.125 -3.348 -1.902  0.00
H: -2.508 0.819 -3.761  0.00
H: -2.817 2.887 -5.048  0.00
H: -1.209 4.746 -4.833  0.00
H: 0.756 4.511 -3.343  0.00
H: 1.093 2.458 -2.074  0.00
H: -3.276 -0.153 -0.955  0.00
H: -5.125 -1.609 -1.613  0.00
H: -4.765 -3.414 -3.268  0.00
H: -2.531 -3.738 -4.269  0.00
H: -0.667 -2.291 -3.635  0.00
C: 5.077 0.581 -0.493  0.00
C: 3.824 0.853 -1.297  -0.01
N: 2.681 0.682 -0.403  -0.02
C: 2.594 -0.305 0.501  -0.06
N: 1.402 -0.504 1.119  0.01
C: 1.429 -1.444 2.270  0.07
C: 2.306 -2.637 1.974  0.00
C: 3.704 -2.132 1.738  0.00
N: 3.684 -1.016 0.785  0.01
C: 4.968 -0.809 0.093  0.00
H: 5.184 1.324 0.300  0.00
H: 5.962 0.643 -1.126  0.00
H: 3.741 0.164 -2.141  0.00
H: 3.798 1.874 -1.677  0.00
H: 1.780 1.011 -0.732  0.15
H: 0.409 -1.768 2.469  -0.02
H: 1.772 -0.916 3.166  0.01
H: 1.925 -3.176 1.105  0.00
H: 2.299 -3.328 2.817  0.00
H: 4.356 -2.898 1.318  0.00
H: 4.163 -1.780 2.668  0.00
H: 5.052 -1.571 -0.687  0.00
H: 5.750 -0.995 0.829  0.00

- Spin multiplicity: 3
- Total charge: +2
- Energy: -3017.3180 Eh
- ΔE to the lowest compared entry with this formula, charge and spin: 21.0 kJ/mol
- Kohn-Sham gap (alpha / beta): 6.7 / 7.2 eV

(2)
The following is a DFT calculation (wB97M-V/def2-TZVPD) of C41H47CdN10O8P as an isolated structure.

Last column: Mulliken charge in e.
Atoms and positions in Å:
Cd: -1.272 0.223 -0.028  1.64
C: -0.156 -3.678 -5.129  -1.23
N: -0.604 -2.306 -5.232  0.95
C: -0.653 -1.334 -4.306  -0.54
N: -0.968 -0.183 -4.868  -0.37
C: -1.094 -0.516 -6.174  -0.31
N: -0.872 -1.782 -6.452  -0.99
C: 1.344 -3.818 -4.992  1.07
C: 1.909 -5.081 -4.837  -0.83
C: 3.287 -5.236 -4.750  -0.51
C: 4.123 -4.130 -4.792  -0.94
C: 3.557 -2.867 -4.919  -0.03
C: 2.178 -2.715 -5.034  -0.12
C: 4.391 -1.667 -4.893  0.55
N: 5.668 -1.524 -5.006  -0.59
N: 5.920 -0.156 -4.872  -0.53
C: 4.772 0.401 -4.668  0.62
O: 3.758 -0.493 -4.675  -0.21
C: 4.434 1.801 -4.430  0.18
C: 5.422 2.783 -4.510  -0.89
C: 5.086 4.093 -4.218  -0.64
C: 3.787 4.410 -3.827  -0.76
C: 2.811 3.430 -3.732  0.92
C: 1.411 3.745 -3.255  -1.42
N: 1.034 2.884 -2.187  0.70
C: 0.230 1.846 -2.226  -0.48
N: 0.314 1.126 -1.131  -0.31
C: 1.208 1.869 -0.233  1.01
N: 1.804 2.933 -1.033  -0.99
C: 3.143 2.123 -4.049  -0.38
H: -0.483 -4.154 -6.054  0.29
H: -0.669 -4.168 -4.298  0.44
H: -0.459 -1.505 -3.258  0.80
H: -1.360 0.192 -6.941  0.46
H: 1.264 -5.951 -4.779  0.45
H: 3.709 -6.225 -4.628  0.38
H: 5.196 -4.228 -4.700  0.49
H: 1.763 -1.724 -5.140  0.61
H: 6.429 2.503 -4.789  0.49
H: 5.843 4.867 -4.265  0.37
H: 3.537 5.427 -3.550  0.36
H: 0.682 3.643 -4.064  0.28
H: 1.394 4.776 -2.889  0.39
H: -0.416 1.630 -3.065  0.49
H: 1.979 1.187 0.162  0.27
H: 2.394 1.349 -3.938  0.77
O: -4.925 -4.671 -1.675  -0.70
C: -4.206 -3.730 -1.403  0.55
C: -2.747 -3.807 -1.016  -0.21
O: -2.050 -4.812 -1.048  -0.75
C: -2.362 -2.445 -0.631  1.24
C: -3.432 -1.546 -0.899  0.98
O: -3.344 -0.290 -0.702  -1.26
C: -4.604 -2.272 -1.386  -0.12
O: -5.691 -1.822 -1.719  -0.72
O: -1.245 -2.065 -0.159  -1.11
O: 2.120 0.444 3.566  -0.81
C: 1.664 1.259 2.757  0.40
C: 2.331 2.586 2.389  -1.04
C: 1.220 3.424 1.743  -1.47
C: 0.357 2.368 1.034  -0.37
O: -0.917 2.580 0.790  -0.71
N: 0.492 1.241 2.128  1.50
H: 3.144 2.404 1.682  0.45
H: 2.771 3.007 3.296  0.44
H: 1.590 4.143 1.013  0.61
H: 0.609 3.939 2.490  0.39
C: -2.044 -1.932 5.513  -1.99
C: -0.990 -1.351 4.561  2.40
C: 0.294 -1.144 5.381  -2.20
C: -0.662 -2.417 3.495  -2.09
P: -1.438 0.266 3.658  0.30
N: -0.553 0.328 2.311  -1.42
C: -3.255 0.146 3.127  2.18
C: -3.619 1.285 2.152  -1.68
C: -3.416 -1.201 2.401  -2.02
C: -4.313 0.188 4.240  -2.06
C: -1.247 1.725 4.850  2.83
C: -1.912 1.470 6.209  -1.96
C: -1.880 2.966 4.202  -1.94
C: 0.218 2.106 5.133  -1.68
H: -1.626 -2.853 5.932  0.52
H: -2.971 -2.202 5.017  0.39
H: -2.276 -1.272 6.349  0.21
H: 0.588 -2.122 5.775  0.70
H: 0.148 -0.484 6.236  0.29
H: 1.104 -0.761 4.760  0.44
H: 0.023 -3.143 3.939  0.55
H: -0.177 -1.986 2.621  0.30
H: -1.545 -2.958 3.163  0.37
H: -2.788 1.640 1.542  0.18
H: -3.970 2.163 2.688  0.39
H: -4.423 0.939 1.501  0.43
H: -2.584 -1.437 1.741  0.07
H: -4.317 -1.156 1.789  0.70
H: -3.527 -2.026 3.103  0.20
H: -4.443 1.194 4.637  0.35
H: -4.125 -0.491 5.067  0.27
H: -5.265 -0.103 3.785  0.54
H: -2.971 1.243 6.139  0.28
H: -1.808 2.387 6.796  0.59
H: -1.425 0.673 6.768  0.26
H: -2.963 2.968 4.306  0.30
H: -1.616 3.061 3.143  0.17
H: -1.500 3.846 4.730  0.57
H: 0.864 1.278 5.402  0.23
H: 0.201 2.823 5.961  0.69
H: 0.655 2.608 4.279  0.14

- Total charge: -2
- Energy: -3249.1527 Eh
- ΔE to the lowest compared entry with this formula, charge and spin: 291.7 kJ/mol
- Kohn-Sham gap: 4.3 eV

(3)
The following is a DFT calculation (wB97M-V/def2-TZVPD) of C41H47MnN4O2P2S as an isolated structure.

Last column: Mulliken spin population.
Atoms and positions in Å:
Mn: -0.453 -0.465 0.001  1.04
C: -1.449 0.590 3.334  0.00
P: -0.165 -0.171 2.289  -0.12
C: 1.167 1.111 2.467  0.03
N: 1.221 1.821 3.565  0.00
C: 2.113 2.841 3.617  0.00
C: 2.194 3.638 4.787  0.00
C: 3.079 4.671 4.836  0.00
C: 3.922 4.960 3.730  0.00
C: 3.860 4.212 2.594  0.00
C: 2.944 3.133 2.516  0.00
N: 2.860 2.406 1.374  0.00
C: 2.001 1.420 1.343  -0.02
P: 1.778 0.446 -0.210  0.07
C: 1.527 1.773 -1.449  -0.01
C: 3.495 -0.192 -0.617  0.01
C: 4.169 -0.768 0.628  -0.01
C: 4.378 0.924 -1.186  0.00
C: 3.322 -1.295 -1.664  0.00
C: 0.355 -1.663 3.289  0.03
C: 1.224 -1.281 4.485  0.00
C: -0.927 -2.362 3.756  0.00
C: 1.121 -2.605 2.362  -0.10
H: -1.110 0.647 4.366  0.00
H: -2.364 0.003 3.269  0.00
H: -1.646 1.603 2.985  0.00
H: 1.542 3.401 5.616  0.00
H: 3.145 5.283 5.726  0.00
H: 4.620 5.784 3.796  0.00
H: 4.492 4.414 1.739  0.00
H: 2.195 2.612 -1.263  0.00
H: 0.490 2.102 -1.409  -0.02
H: 1.705 1.365 -2.445  0.00
H: 4.292 -0.020 1.412  0.00
H: 5.163 -1.123 0.349  0.00
H: 3.626 -1.619 1.032  0.00
H: 4.421 1.786 -0.521  0.00
H: 4.041 1.252 -2.169  0.00
H: 5.391 0.532 -1.300  0.00
H: 2.776 -2.147 -1.259  0.00
H: 4.305 -1.643 -1.991  0.00
H: 2.784 -0.942 -2.548  0.00
H: 0.743 -0.538 5.123  0.00
H: 2.187 -0.875 4.169  0.00
H: 1.417 -2.170 5.091  0.00
H: -1.420 -1.812 4.557  0.00
H: -0.670 -3.352 4.141  0.00
H: -1.640 -2.497 2.939  0.00
H: 2.057 -2.158 2.037  0.03
H: 0.531 -2.851 1.474  0.01
H: 1.356 -3.534 2.886  0.00
S: -4.677 -1.691 0.773  0.00
C: -3.836 -3.165 0.579  -0.01
C: -2.501 -2.975 0.366  0.03
C: -2.097 -1.600 0.356  -0.02
C: -3.199 -0.808 0.565  0.05
C: -3.100 0.637 0.609  -0.01
C: -4.141 1.487 0.996  0.01
C: -3.922 2.844 1.068  0.00
C: -2.668 3.349 0.739  0.00
C: -1.692 2.454 0.355  0.00
N: -1.886 1.133 0.293  -0.03
H: -4.374 -4.099 0.633  0.00
H: -1.830 -3.814 0.227  0.00
H: -5.105 1.066 1.252  0.00
H: -4.717 3.509 1.381  0.00
H: -2.450 4.406 0.784  0.00
H: -0.697 2.802 0.105  0.00
C: -3.156 -2.590 -3.117  0.00
O: -2.353 -1.550 -3.666  0.00
C: -2.776 -0.277 -3.546  0.00
C: -4.006 0.093 -3.008  0.00
C: -4.410 1.417 -3.018  0.00
C: -3.585 2.406 -3.535  0.00
C: -2.352 2.048 -4.044  0.00
C: -1.944 0.721 -4.058  0.00
N: -0.739 0.438 -4.748  0.00
C: 0.038 -0.627 -4.831  0.00
C: 0.214 -1.711 -3.972  0.00
C: 0.819 -2.870 -4.551  0.00
C: 1.030 -4.003 -3.837  0.00
C: 0.676 -4.014 -2.466  -0.02
C: 0.149 -2.919 -1.856  -0.02
C: -0.111 -1.703 -2.568  0.06
O: -0.512 -0.665 -1.953  0.00
H: -2.619 -3.511 -3.322  0.00
H: -4.136 -2.621 -3.597  0.00
H: -3.264 -2.463 -2.037  0.00
H: -4.664 -0.663 -2.605  0.00
H: -5.387 1.671 -2.629  0.00
H: -3.900 3.440 -3.553  0.00
H: -1.697 2.803 -4.465  0.00
H: -0.523 1.154 -5.428  0.00
H: 0.644 -0.629 -5.733  0.00
H: 1.073 -2.841 -5.605  0.00
H: 1.462 -4.878 -4.301  0.00
H: 0.847 -4.912 -1.883  0.00
H: -0.091 -2.928 -0.799  0.02

- Spin multiplicity: 2
- Total charge: +1
- Energy: -4191.7508 Eh
- Kohn-Sham gap (alpha / beta): 7.0 / 6.9 eV

- Among the records above, which one has the highest total charge?
  C41H46N9O7PW